Record 1
This record from the OMol25 dataset describes a structure of composition C45H45Cl3CsIN12O2S5. The level of theory is ωB97M-V/def2-TZVPD.

Summary:
Net charge: -2
Largest force on an atom, eV/Å: 0.70
Total energy, Eh: -6238.89348
Energy above the lowest of the compared OMol25 structures with the same formula, charge and spin, kJ/mol: 0.00
HOMO level, eV: -0.628
LUMO, Eh: 0.11440

The geometry in XYZ format:
```
114
Properties=species:S:1:pos:R:3:mulliken_charge:R:1
Cs -0.3998 -0.4730 -0.7103 0.5830
C 0.2873 -1.6144 -5.7953 -0.8406
C 0.1687 -0.4990 -6.6064 -0.3046
C 0.1667 0.7616 -6.0298 -0.7194
C 0.2777 0.8720 -4.6456 0.3546
N 0.4063 -0.2041 -3.8691 0.0949
C 0.4133 -1.4039 -4.4282 -0.1971
C 0.2634 2.1896 -3.9339 0.7469
C -0.1397 3.3684 -4.5527 -0.5850
C -0.1212 4.5448 -3.8137 -0.5297
C 0.3008 4.5097 -2.4982 -0.5862
C 0.6864 3.2848 -1.9578 0.1566
N 0.6541 2.1571 -2.6600 -0.0968
H 0.2668 -2.6189 -6.1942 0.3759
H 0.0722 -0.6035 -7.6808 0.3976
H 0.0845 1.6428 -6.6507 0.2556
H 0.4796 -2.2451 -3.7476 0.4510
H -0.4824 3.3748 -5.5788 0.2184
H -0.4431 5.4752 -4.2680 0.3787
H 0.3199 5.3922 -1.8729 0.4517
H 1.0078 3.1934 -0.9232 -0.0620
O 1.6947 2.3290 6.1530 -0.7339
C 1.5119 2.4459 4.9519 0.6480
S 0.2608 3.4357 4.2210 -0.2352
C 0.5641 3.0677 2.5105 -0.4157
C 1.5775 2.2014 2.2634 0.1717
S 2.2314 1.5833 0.7776 -0.3891
S 2.4217 1.6047 3.7128 -0.2978
S -0.5281 3.8571 1.4029 -0.2365
C -2.1258 0.7425 3.1704 -0.6784
N -1.4721 -0.1661 4.0964 0.4412
C -2.3951 -0.8115 5.0041 -1.3553
C -0.3772 -0.8635 3.6090 -0.3538
N -0.0586 -0.7722 2.3793 0.4474
N 0.2878 -1.6328 4.5862 0.3525
C 1.3606 -2.4635 4.0809 -0.7350
C 0.6770 -0.9406 5.8148 -1.2419
H -2.7271 1.4477 3.7466 0.2811
H -2.7788 0.2044 2.4714 0.2461
H -1.3875 1.2964 2.5954 -0.0827
H -3.1949 -1.3411 4.4622 0.3609
H -2.8741 -0.0548 5.6305 0.2735
H -1.8830 -1.5239 5.6456 0.4724
H 0.8499 -1.1812 2.1800 -0.1813
H 2.2358 -1.8766 3.7678 0.3475
H 1.0167 -3.0464 3.2258 -0.0987
H 1.6749 -3.1423 4.8772 0.4670
H -0.0926 -0.2385 6.1217 0.4511
H 1.6009 -0.3705 5.6793 0.2838
H 0.8270 -1.6794 6.6070 0.3469
Cl 1.9116 -7.8932 5.6747 -0.2627
C 1.4919 -7.6102 4.0089 0.0448
C 1.0923 -6.3474 3.6069 -1.4421
C 0.7480 -6.1455 2.2827 0.8896
C 0.7837 -7.1802 1.3489 -0.4109
C 0.3976 -6.9195 -0.0946 -0.7651
C 1.5456 -6.2807 -0.8872 -1.3007
N 1.9675 -5.0136 -0.3288 0.4097
C 3.0890 -4.7804 0.4369 -0.2739
C 2.9699 -3.5001 0.8895 -0.8091
N 1.7962 -2.9453 0.4394 0.0753
C 1.2245 -3.8728 -0.2888 -0.4058
O -0.6728 -6.0245 -0.2429 -0.1334
C -1.9568 -6.4311 0.2210 -1.3232
C -2.2523 -5.7945 1.5462 -0.0068
C -2.4203 -6.4240 2.7372 0.6183
Cl -2.3939 -8.1266 3.0151 -0.2299
S -2.5614 -5.3373 4.0606 -0.2911
C -2.4030 -3.9901 3.0024 0.3814
C -2.2546 -4.3728 1.7117 -0.8057
C 1.2147 -8.4227 1.7952 0.7090
Cl 1.3429 -9.7753 0.6912 -0.2727
C 1.5676 -8.6594 3.1144 -0.6564
H 1.0443 -5.5343 4.3161 0.5092
H 0.4230 -5.1631 1.9616 0.6480
H 0.1550 -7.8750 -0.5734 1.0601
H 1.1907 -6.1201 -1.9058 0.4082
H 2.4040 -6.9527 -0.9102 0.3767
H 3.8441 -5.5346 0.5790 0.3963
H 3.6527 -2.9394 1.5066 0.4772
H 0.2773 -3.7929 -0.8073 0.1377
H -2.0238 -7.5220 0.2788 0.4051
H -2.6564 -6.0620 -0.5313 0.4716
H -2.4229 -2.9897 3.4007 0.3999
H -2.1411 -3.6909 0.8767 0.3724
H 1.8856 -9.6415 3.4317 0.4403
C -2.7293 2.9172 -1.0643 -1.1713
C -3.6537 1.9162 -0.4652 0.4447
N -3.3508 0.6795 -0.1670 0.2492
C -4.5101 0.0939 0.2870 -0.8009
C -5.5280 0.9909 0.2745 -0.5528
N -4.9810 2.1608 -0.2214 0.2122
C -5.6502 3.4295 -0.2765 -1.1320
N -6.0518 3.8937 1.0317 0.7375
N -7.3605 4.0943 1.2944 -0.8105
N -7.5009 4.4681 2.5115 -0.5999
C -6.2532 4.5163 3.0953 0.1132
C -5.8651 4.8592 4.3965 -0.6842
C -4.5214 4.8089 4.6799 -0.7490
C -3.5702 4.4298 3.7057 -0.3381
C -3.9326 4.0842 2.4255 0.4302
C -5.3029 4.1412 2.1458 1.1101
H -1.7090 2.5603 -0.9567 -0.1818
H -2.7539 3.8755 -0.5439 0.4877
H -2.9547 3.0748 -2.1232 0.4781
H -4.5320 -0.9405 0.5881 0.5416
H -6.5613 0.9300 0.5700 0.4745
H -6.5711 3.3635 -0.8552 0.3438
H -4.9798 4.1496 -0.7432 0.5184
H -6.6011 5.1473 5.1353 0.3908
H -4.1729 5.0631 5.6731 0.3968
H -2.5159 4.4006 3.9518 0.4194
H -3.1540 3.7950 1.7253 -0.5976
I -2.1029 -3.2322 -2.2633 -0.6705
```

Record 2
This record from the OMol25 dataset describes the ion C4H10NO with charge -1 in a non-equilibrium geometry. The level of theory is ωB97M-V/def2-TZVPD.

Summary:
Net charge: -1
Largest force on an atom, eV/Å: 2.20
Total energy, Eh: -288.36046
Energy above the lowest of the compared OMol25 structures with the same formula, charge and spin, kJ/mol: 81.87
HOMO level, eV: -2.303
LUMO, Eh: 0.15567
SMILES: C[C@@H](N)CC[O-]

The geometry in XYZ format:
```
16
Properties=species:S:1:pos:R:3:mulliken_charge:R:1
C -0.0672 1.7409 0.3901 -1.4168
C 0.6014 0.3723 0.1515 0.6703
C -0.2475 -0.7861 0.5841 -1.1796
C -1.2461 -1.2106 -0.6367 -0.3491
O -0.9492 -0.7005 -1.8147 -0.8612
N 1.9297 0.3116 0.8815 -0.7819
H 0.2444 2.3699 -0.4436 0.3224
H 0.2310 2.3503 1.2476 0.4150
H -1.1312 1.5713 0.2807 0.3156
H 0.8104 0.2525 -0.9058 0.2814
H -0.9384 -0.5245 1.3839 0.2703
H 0.3515 -1.6825 0.7438 0.4823
H -2.2802 -0.9789 -0.2267 0.1075
H -1.2997 -2.3295 -0.5678 0.2282
H 1.7981 -0.3181 1.6705 0.2528
H 2.1905 1.1753 1.3563 0.2429
```

Record 3
This record from the OMol25 dataset describes a structure of composition C17H34O2P2Ti in a non-equilibrium geometry. The level of theory is ωB97M-V/def2-TZVPD.

Summary:
Net charge: 0
Largest force on an atom, eV/Å: 3.97
Spin multiplicity: 3
Total energy, Eh: -2350.49454
<S²>: 2.005
Energy above the lowest of the compared OMol25 structures with the same formula, charge and spin, kJ/mol: 210.30
HOMO level (alpha / beta), eV: -5.201 / -5.201
LUMO (alpha / beta), Eh: 0.00275 / -0.00415

The geometry in XYZ format:
```
56
Properties=species:S:1:pos:R:3:mulliken_charge:R:1
P -0.3220 -1.9206 -2.0623 1.6264
P 0.3280 1.8559 -1.7725 0.7933
C -0.5309 -0.4720 -3.1494 -1.6370
C 0.6011 0.5757 -3.0564 -1.0920
H -1.5282 -0.0386 -2.9339 0.5027
H -0.5580 -0.8356 -4.1903 0.7960
H 1.5977 0.1291 -2.8993 0.5303
H 0.6247 1.1637 -3.9871 0.7680
C -0.9396 2.8469 -2.6057 -1.5054
H -1.2637 3.6697 -1.9592 0.4377
H -1.7968 2.2243 -2.8854 0.4183
H -0.4759 3.2505 -3.5121 0.4950
C 1.7704 2.8954 -1.6580 -1.4235
H 1.7615 3.5347 -2.5544 0.4176
H 2.6890 2.2925 -1.6600 0.4303
H 1.7200 3.5284 -0.7606 0.3697
C -1.7979 -3.0074 -2.4288 -1.7832
H -1.8582 -3.8340 -1.7095 0.3159
H -1.6684 -3.4493 -3.4247 0.5215
H -2.7439 -2.4637 -2.4367 0.4427
C 0.7774 -2.9966 -3.0995 -1.7565
H 1.6830 -2.4584 -3.4109 0.3963
H 0.2496 -3.3093 -4.0077 0.4861
H 1.0701 -3.8983 -2.5410 0.3473
Ti 0.9576 0.8617 3.4102 0.4808
C -0.5757 1.1706 -0.4108 0.8736
C -1.7048 0.2860 -0.7963 -1.7402
C -2.1122 -0.8802 0.0308 -1.0798
C -1.0690 -1.9211 0.6105 0.1721
C 0.0142 -2.4025 -0.3083 -1.0108
C 1.0844 -1.5829 -0.9744 -0.1051
C 1.5574 -0.3351 -0.1810 -1.3384
C 0.5601 0.6033 0.5845 -0.3346
C 0.1162 -0.7809 4.2024 -1.3351
H -0.9802 2.0868 0.0845 0.6833
H -2.5791 0.8731 -1.1745 0.1623
H -2.7938 -1.5107 -0.5648 0.2962
H -2.6712 -0.5217 0.9061 0.4352
H -0.6250 -1.5450 1.5362 -0.8420
H -1.6635 -2.8031 0.9382 0.5894
H 0.2737 -3.4610 -0.1478 0.4302
H 1.9806 -2.1526 -1.2114 0.6878
H 2.1857 0.2339 -0.8961 0.3143
H 2.2645 -0.7092 0.5761 0.5947
H 0.1110 0.1512 1.5415 -0.1478
H 1.1916 1.4671 0.8959 0.8151
H 0.8324 -1.2779 4.8939 0.2869
H -0.1531 -1.4789 3.3934 0.4120
H -0.7961 -0.5272 4.7821 0.2462
C 0.6681 2.7113 6.7307 -1.0549
C 0.8387 2.0551 5.4295 1.0724
O 1.8012 1.2426 5.1918 -0.6268
O 0.0280 2.2559 4.4354 -0.7091
H 1.6477 2.9268 7.1584 0.3138
H 0.1424 2.0595 7.4331 0.2538
H 0.0793 3.6221 6.6059 0.3072
```